Formula: C44H49Cl2N4NaO5P2S2
Source: OMol25
Level of theory: ωB97M-V/def2-TZVPD

Positions of all 109 atoms, in Å:
H: 0.433 -2.339 2.389
H: -2.201 -3.669 1.807
H: 4.985 4.956 2.522
H: 3.578 2.898 2.530
C: 4.085 1.376 0.552
C: 2.669 3.003 -3.084
H: 4.867 5.036 0.758
C: 0.821 0.060 4.729
O: 2.456 -4.867 -3.775
H: 3.498 -1.921 5.373
H: -5.216 -0.659 2.095
C: -4.808 -1.612 2.411
H: 2.335 0.169 1.004
C: 3.331 0.372 1.404
C: -1.327 1.633 3.070
H: -1.096 0.446 -5.178
H: 2.417 0.168 6.161
C: 2.662 2.393 -1.834
H: -1.592 5.512 2.909
C: 1.204 -4.813 -0.404
C: 4.885 4.362 1.613
O: 2.642 4.449 -0.682
C: -3.115 -3.305 2.263
C: -2.582 3.680 3.444
O: 1.246 -3.108 -3.052
H: -0.624 2.040 -3.517
O: -1.730 0.554 -2.557
C: -1.275 -0.632 1.276
H: 2.741 4.206 1.700
C: -5.062 -0.105 -0.626
H: 0.354 0.969 5.088
H: -1.265 -2.438 -6.262
H: -5.406 -4.106 4.626
H: -3.208 -0.615 -3.232
C: 2.360 2.249 -4.202
C: -5.852 0.948 -1.059
H: -3.791 3.516 -0.258
H: -6.014 3.082 -1.271
C: 0.244 -0.637 3.669
H: 3.177 -1.698 -3.466
P: -1.412 -0.219 2.976
H: -2.395 1.622 0.513
C: -2.578 0.193 -3.613
H: 0.020 -2.986 -5.143
C: 2.293 1.054 -1.761
H: 4.228 -3.811 -0.770
H: 4.212 0.995 -0.462
C: 0.869 -1.805 3.229
C: -0.362 3.789 2.536
C: -4.914 -3.543 3.841
P: -2.699 -1.215 0.529
H: -3.322 1.702 3.835
C: 2.231 -3.670 -3.559
C: 1.985 -0.393 5.338
H: -0.612 1.994 -1.731
C: -5.446 -2.337 3.412
H: 2.489 -3.176 3.485
C: -4.159 2.501 -0.358
Na: -0.062 -1.873 -1.720
H: 5.096 1.529 0.948
C: -0.510 -2.121 -5.530
H: -2.055 2.596 -2.599
H: 3.210 0.718 2.431
C: -0.262 2.406 2.598
C: 2.590 -1.564 4.902
Cl: 3.167 -2.293 -5.739
O: -1.113 -1.476 -4.439
C: -1.807 -0.313 -4.813
C: -1.232 1.866 -2.617
H: 2.207 0.539 -0.811
H: 0.210 -1.463 -6.036
H: -3.320 -4.963 3.597
H: -2.510 -0.532 -5.634
H: 0.629 1.906 2.240
N: 2.429 -4.964 -0.959
C: -2.481 2.296 3.488
C: 2.423 -3.279 0.427
H: -5.394 -1.128 -0.762
N: 1.160 -3.822 0.446
C: 2.943 3.256 -0.640
C: -3.824 0.134 -0.032
H: 0.363 -5.418 -0.699
H: -6.818 0.750 -1.511
H: 2.662 -2.407 1.011
C: -1.519 4.432 2.962
Cl: 4.989 -3.191 -3.646
N: 3.451 2.689 0.477
C: -3.744 -4.024 3.263
H: 2.578 -5.411 -1.858
H: 3.887 -0.567 1.444
C: 3.325 -2.640 -3.987
H: 0.460 4.372 2.137
H: -3.220 1.036 -3.913
C: -3.640 -2.088 1.833
H: 1.784 0.283 -4.871
C: 3.216 -3.962 -0.444
H: -6.352 -1.949 3.864
C: 3.601 3.542 1.650
H: 2.908 4.056 -3.152
C: -3.376 1.444 0.090
S: -2.624 -2.459 -1.058
N: 1.980 0.326 -2.831
H: 2.365 2.682 -5.194
H: 5.763 3.718 1.535
S: 0.055 0.011 0.250
C: 2.023 -2.267 3.844
C: -5.400 2.257 -0.926
H: -3.494 4.167 3.769
C: 2.030 0.912 -4.022

2S+1	1
DFT total energy	-132335.52937	eV
net charge	-2
energy relative to the best compared isomer or geometry (same formula, charge and spin)	33.2	kJ/mol
maximum force	0.503	eV Å⁻¹
LUMO level	3.62	eV